The following is a quantum chemistry calculation of a cluster of 2 separate species, C4H12NO in total in a non-equilibrium geometry, from the Open Molecules 2025 dataset.

ORCA input file:
```
! RIJCOSX wB97M-V def2-TZVPD def2/J DEFGRID3
* xyz 1 1
H 2.25 -0.04 0.90
O -2.63 -1.06 -0.31
C 0.69 -0.31 -0.55
H -3.37 -1.61 0.15
H -0.53 -0.90 0.90
H 0.17 0.98 -2.15
H -0.20 1.37 1.26
C 1.62 0.55 0.25
H 2.41 1.19 -0.44
C 0.01 0.13 -1.62
C 0.83 1.65 1.04
H 0.98 2.69 0.69
H -0.62 -0.66 -2.14
N -0.01 -1.47 0.17
H -0.70 -1.96 -0.44
H -2.86 -0.04 -0.40
H 0.67 -2.22 0.52
H 1.28 1.72 2.15
*
```

Results
Energy relative to the best compared isomer or geometry (same formula, charge and spin) in eV: 2.591
Frontier orbital gap in eV: 10.8
HOMO level in eV: -14.318